# 1
One molecule with the formula C3H5NOS3. Source: OMol25; level of theory: wB97M-V/def2-TZVPD.

Values from the calculation:
HOMO-LUMO gap = 0.3323 Ha
calculated total energy = -39233.498 eV
max |F| = 3.9 eV Å⁻¹
SMILES = S/N=C1/OCSCS1

```
13
Properties=species:S:1:pos:R:3:forces:R:3:mulliken_charge:R:1
S 3.48446 0.00278 -0.00822 -0.59 -0.12 0.05 -0.060
N 2.05148 -0.87716 -0.22457 -0.94 1.39 -0.47 -0.387
C 0.92973 -0.28988 -0.49865 2.59 -0.50 0.97 0.577
O -0.02444 -1.11149 -0.84939 -3.12 -2.39 -0.27 -0.371
C -1.20549 -1.37238 0.00024 0.26 0.71 -1.20 -0.352
S -2.34304 0.02507 -0.20226 0.98 0.11 -0.14 -0.061
C -1.07664 1.28908 0.25475 -1.01 -0.29 -0.47 -0.664
S 0.50607 1.45358 -0.62220 -0.16 -0.76 0.32 -0.140
H 2.87331 1.19307 -0.01400 0.40 0.53 0.12 0.079
H -0.88258 -1.44407 1.01279 0.39 -0.03 0.83 0.348
H -1.73018 -2.31918 -0.26641 0.78 0.80 -0.28 0.267
H -1.58850 2.21098 0.10609 -0.33 0.86 -0.41 0.351
H -0.99417 1.23960 1.31182 0.74 -0.31 0.96 0.412
```
Forces are in eV/Å.


# 2
C3H5NS as an isolated structure. Source: OMol25; level of theory: wB97M-V/def2-TZVPD.

Values from the calculation:
HOMO-LUMO gap = 0.2806 Ha
calculated total energy = -15512.626 eV
max |F| = 8.6 eV Å⁻¹

```
10
Properties=species:S:1:pos:R:3:forces:R:3:mulliken_charge:R:1
C 0.92066 -0.07074 -0.13899 5.49 -1.93 -0.32 0.320
C -0.17051 -0.96935 -0.33883 -2.92 -3.24 2.68 -0.304
C -1.34290 -0.38873 0.19109 -0.66 -3.38 0.60 -0.386
H 1.27620 2.12850 -0.04510 -2.14 -4.58 0.36 0.324
H -0.27543 1.27170 -0.52246 1.15 1.27 0.75 0.205
H 0.06077 -2.23614 -0.28899 -0.74 4.26 -0.14 0.250
H -2.10331 -1.22274 0.97444 1.93 3.11 -3.20 0.232
H -1.51073 0.76942 0.02600 -0.60 -3.13 1.36 0.153
N 0.58843 1.15441 0.04328 -0.35 8.37 -1.78 -0.466
S 2.55681 -0.43632 0.09956 -1.15 -0.76 -0.31 -0.330
```
Forces are in eV/Å.


# 3
One molecule with the formula C3H5NS. Source: OMol25; level of theory: wB97M-V/def2-TZVPD.

Values from the calculation:
HOMO-LUMO gap = 0.3063 Ha
calculated total energy = -15513.985 eV
max |F| = 8.1 eV Å⁻¹
SMILES = C=CNC=S

```
10
Properties=species:S:1:pos:R:3:forces:R:3:mulliken_charge:R:1
C -1.11256 -0.82205 -1.17255 0.30 -0.35 5.13 -0.915
C -0.56238 -0.48465 0.11196 -2.73 -5.98 -0.67 0.093
N 0.29175 0.50910 0.14848 1.47 2.84 0.95 -0.147
C 1.45783 0.73204 0.91860 -4.07 -7.01 -0.55 0.067
S 2.06428 2.12451 0.94821 2.91 4.14 0.69 -0.379
H -1.63230 -1.76669 -1.28394 -0.40 0.39 0.06 0.259
H -1.31670 -0.00831 -1.81772 0.52 0.42 -1.19 0.288
H -0.75400 -1.04352 1.20322 0.74 0.75 -3.42 0.289
H -0.16366 1.17290 -0.46675 1.59 1.33 0.03 0.213
H 1.72774 -0.41333 1.41050 -0.33 3.48 -1.04 0.234
```
Forces are in eV/Å.


# 4
One molecule with the formula C3H5NS2. Source: OMol25; level of theory: wB97M-V/def2-TZVPD.

Values from the calculation:
HOMO-LUMO gap = 0.3423 Ha
calculated total energy = -26350.001 eV
max |F| = 3.9 eV Å⁻¹
SMILES = CSSC1=NC1

```
11
Properties=species:S:1:pos:R:3:forces:R:3:mulliken_charge:R:1
C -1.07448 -1.31755 0.76900 0.39 1.82 -2.53 -0.859
S -0.73510 -0.13539 2.10810 -0.39 -1.30 1.29 -0.055
S -0.16732 1.67803 1.41361 0.17 -0.31 -0.95 -0.101
C 1.07069 1.19248 0.32325 -0.13 0.02 -0.14 0.273
N 1.68106 0.20588 -0.16520 0.11 -1.12 1.71 -0.445
C 1.69664 1.42563 -0.94930 1.33 1.38 1.20 -0.231
H -1.51300 -2.22573 1.09029 -1.31 -0.34 0.99 0.357
H -0.16110 -1.72390 0.36705 0.78 0.46 -0.18 0.338
H -1.60565 -0.82923 -0.12115 0.38 -0.79 1.47 0.268
H 1.14215 1.33424 -1.77773 -2.12 0.04 -3.23 0.211
H 2.55465 2.04751 -1.08552 0.79 0.14 0.36 0.244
```
Forces are in eV/Å.


# 5
One molecule with the formula C3H5NS2. Source: OMol25; level of theory: wB97M-V/def2-TZVPD.

Values from the calculation:
HOMO-LUMO gap = 0.3408 Ha
calculated total energy = -26350.388 eV
max |F| = 4.5 eV Å⁻¹
SMILES = C1CN2S[C@@H]2S1

```
11
Properties=species:S:1:pos:R:3:forces:R:3:mulliken_charge:R:1
C 0.99300 -0.46352 0.57224 -1.17 -0.04 3.81 -0.361
C 0.56200 0.79476 -0.15406 2.66 2.13 -2.92 -0.568
N -0.79374 0.78592 -0.65933 0.18 -2.67 -0.80 -0.196
S -2.12324 0.62921 0.43977 -0.19 -0.23 1.10 -0.131
C -1.28301 -0.64684 -0.49773 -1.15 2.26 -1.56 -0.117
S -0.17217 -1.81206 0.11759 0.90 0.29 0.16 -0.125
H 1.98929 -0.93284 0.68878 -0.22 0.96 -1.01 0.395
H 0.75426 -0.16924 1.64903 0.20 -0.87 -0.96 0.243
H 0.62670 1.78864 0.34539 0.57 -1.06 0.43 0.286
H 1.26391 0.94748 -1.10620 -1.58 -0.36 1.65 0.203
H -1.81700 -0.92150 -1.39548 -0.21 -0.39 0.12 0.372
```
Forces are in eV/Å.


# 6
C3H5NS2 as an isolated structure. Source: OMol25; level of theory: wB97M-V/def2-TZVPD.

Values from the calculation:
HOMO-LUMO gap = 0.3009 Ha
calculated total energy = -26348.296 eV
max |F| = 5.6 eV Å⁻¹

```
11
Properties=species:S:1:pos:R:3:forces:R:3:mulliken_charge:R:1
C -0.23839 0.93081 -0.12804 0.92 0.50 0.03 0.100
C 0.96244 1.56258 -0.03360 0.75 -2.40 -1.16 -0.603
C -1.50007 -1.22173 0.07327 -0.33 -1.85 1.76 0.098
H 2.31151 -1.39299 0.87091 -3.15 -0.12 -2.42 0.183
H -1.10294 1.46892 -0.60282 0.65 -1.07 1.31 0.267
H 1.85170 0.75431 -0.07893 -1.62 2.60 0.86 0.061
H 1.15618 2.66377 -0.25064 -0.52 -1.85 0.23 0.268
H -1.31460 -2.33865 0.41445 -0.99 2.01 -1.17 0.272
N -0.36276 -0.55909 0.26031 4.52 2.49 -2.11 -0.066
S 1.06151 -1.51378 -0.33047 1.62 0.51 3.00 -0.202
S -2.82457 -0.35416 -0.19444 -1.84 -0.80 -0.35 -0.378
```
Forces are in eV/Å.


# 7
C3H5NS3 as an isolated structure. Source: OMol25; level of theory: wB97M-V/def2-TZVPD.

Values from the calculation:
HOMO-LUMO gap = 0.2650 Ha
calculated total energy = -37181.544 eV
max |F| = 8.5 eV Å⁻¹

```
12
Properties=species:S:1:pos:R:3:forces:R:3:mulliken_charge:R:1
C -1.57255 -1.55090 1.10514 0.11 -4.69 -0.15 -0.897
C -0.78676 0.38126 -0.36366 2.15 4.62 -0.42 0.115
C 0.62145 0.17213 -0.84889 0.94 0.39 3.59 -0.063
H -0.56474 -1.63280 1.46217 0.64 0.09 -0.06 0.323
H -2.09080 -0.92037 1.66707 -1.91 3.33 2.31 0.371
H -2.11361 -2.55189 1.48079 1.17 1.68 -1.94 0.296
H 0.65959 -0.50383 -2.04550 0.79 2.08 4.13 0.314
H 3.64434 0.30120 1.40419 -1.37 -1.74 -3.40 0.169
N 1.43902 0.47659 0.36311 -1.88 -3.21 -7.64 -0.215
S -1.65990 -1.01205 -0.61104 -2.15 -2.97 -0.21 -0.079
S -1.21692 1.88287 0.23805 0.04 -2.06 -0.53 -0.171
S 2.92802 -0.37353 0.00636 1.47 2.48 4.34 -0.164
```
Forces are in eV/Å.


# 8
A 2-piece molecular cluster, C3H5O2 overall. Source: OMol25; level of theory: wB97M-V/def2-TZVPD.

Values from the calculation:
HOMO-LUMO gap = 0.2861 Ha
calculated total energy = -7277.006 eV
max |F| = 5.5 eV Å⁻¹
net charge = +1

```
10
Properties=species:S:1:pos:R:3:forces:R:3:mulliken_charge:R:1
C -3.06198 -0.14827 -0.27776 0.78 -2.23 -1.48 -0.044
C 2.64057 0.79727 0.27420 1.28 3.19 -0.77 0.633
C 1.70314 -0.17134 0.18463 -1.97 -2.34 4.52 -0.713
O 3.42423 1.59343 0.25244 -0.14 -0.44 0.37 0.013
O -1.87081 -0.17290 -0.49422 -0.18 0.42 0.78 -0.414
H -3.63479 -1.06389 -0.09062 0.26 -0.36 0.82 0.216
H -3.71180 0.61862 -0.57196 -0.67 2.19 -0.05 0.247
H 0.74620 -0.05754 0.91547 2.28 -0.01 -1.58 0.377
H 2.37619 -0.99487 0.57796 -1.02 -0.12 -0.24 0.323
H 1.38906 -0.40051 -0.77014 -0.63 -0.29 -2.38 0.361
```
Forces are in eV/Å.


# 9
C3H5O2P as an isolated structure. Source: OMol25; level of theory: wB97M-V/def2-TZVPD.

Values from the calculation:
HOMO-LUMO gap (alpha / beta) = 0.2452 / 0.2522 Ha
calculated total energy = -16568.635 eV
expectation value of S² = 2.013
spin multiplicity = 3
max |F| = 9.5 eV Å⁻¹

```
11
Properties=species:S:1:pos:R:3:forces:R:3:mulliken_charge:R:1
C 0.26266 0.67728 -0.38078 2.91 -8.92 -1.62 0.424
C -0.34198 1.59033 0.14992 -2.57 4.32 2.07 -0.735
C 0.94665 -0.36392 -1.13432 1.08 1.44 -1.47 -0.928
O -1.70273 -0.92990 0.11986 -1.22 -0.30 -1.16 -0.485
O 0.49150 -1.19478 1.63089 0.98 -1.37 0.98 -0.600
P -0.71716 -0.57859 1.14536 0.18 2.15 1.54 0.711
H -1.39163 0.18754 2.24260 0.79 -0.68 -1.41 0.145
H -0.92886 2.34577 0.38684 -1.80 3.47 0.90 0.514
H 1.99496 -0.01272 -1.36236 -0.69 -0.43 0.00 0.321
H 1.00235 -1.38711 -0.71106 -0.17 0.83 0.02 0.361
H 0.38425 -0.33390 -2.08695 0.51 -0.52 0.14 0.273
```
Forces are in eV/Å.


# 10
A 3-piece molecular cluster, C3H5O2Se overall. Source: OMol25; level of theory: wB97M-V/def2-TZVPD.

Values from the calculation:
HOMO-LUMO gap = 0.2391 Ha
calculated total energy = -72633.717 eV
max |F| = 2.0 eV Å⁻¹
net charge = -1

```
11
Properties=species:S:1:pos:R:3:forces:R:3:mulliken_charge:R:1
C 2.11333 2.04570 0.30439 1.35 0.45 -1.18 0.732
C -0.59282 -0.25522 -0.95900 -0.74 0.42 -1.81 -0.377
C -1.07366 -0.12058 0.26655 -1.68 -1.11 0.05 -0.459
O 1.99931 2.40438 -0.80330 -0.80 -0.02 0.45 -0.417
O 2.40477 1.96086 1.42520 -0.69 -0.01 0.72 -0.402
Se 2.89940 -0.66704 -0.32390 -0.70 -0.94 -1.12 -0.861
H -1.13010 0.14116 -1.82888 -0.22 0.44 0.45 0.168
H 0.27189 -0.77278 -1.38125 0.13 0.02 1.34 0.139
H -0.70032 -0.75895 1.02936 0.98 0.02 0.82 0.261
H -2.11660 0.21959 0.54596 1.37 0.28 -0.87 0.234
H 3.67447 -0.10099 0.69922 1.00 0.44 1.14 -0.018
```
Forces are in eV/Å.